Molecular formula: C4H6O2
Method: DFT, ωB97M-V/def2-TZVPD

```
12
Properties=species:S:1:pos:R:3
O -1.953 0.134 -1.802
C -1.111 -0.701 -1.616
O 0.052 -0.497 -0.998
C -0.002 0.513 -0.007
C 1.291 0.689 0.615
C 0.011 -0.296 1.307
H -1.198 -1.749 -1.914
H -0.652 1.342 -0.271
H 2.190 0.233 0.213
H 1.469 1.719 0.979
H -0.095 -1.391 1.143
H -0.056 -0.112 2.372
```

Energy above the lowest of the compared OMol25 structures with the same formula, charge and spin (eV): 2.712
Structure (SMILES): O=COC1CC1
Charge: 0
Gap between HOMO and LUMO (eV): 10.76

=====

Molecular formula: C4H6O2
Method: DFT, ωB97M-V/def2-TZVPD

```
12
Properties=species:S:1:pos:R:3
C 1.080 -1.805 -1.126
C 1.038 -0.725 -0.578
O 1.604 0.361 0.249
C 0.627 1.329 0.139
O -0.525 0.497 -0.389
C -1.428 -0.090 0.560
H 1.403 -2.673 -1.652
H 0.841 2.069 -0.641
H 0.364 1.793 1.098
H -1.540 -1.141 0.295
H -2.389 0.416 0.455
H -1.074 -0.033 1.591
```

Energy above the lowest of the compared OMol25 structures with the same formula, charge and spin (eV): 5.276
Structure (SMILES): C#COCOC
Charge: 0
Gap between HOMO and LUMO (eV): 10.03

=====

Molecular formula: C4H6O2
Method: DFT, ωB97M-V/def2-TZVPD

```
12
Properties=species:S:1:pos:R:3
O -2.016 0.328 -1.025
C -0.916 0.383 -0.544
C 0.498 0.423 -1.138
C 0.997 -0.187 0.198
C -0.380 0.109 0.869
O -1.018 -0.824 1.685
H 0.603 -0.197 -2.033
H 0.883 1.419 -1.373
H 1.854 0.292 0.678
H 1.191 -1.259 0.113
H -0.324 1.044 1.441
H -1.371 -1.532 1.130
```

Energy above the lowest of the compared OMol25 structures with the same formula, charge and spin (eV): 1.351
Structure (SMILES): O=C1CC[C@@H]1O
Charge: 0
Gap between HOMO and LUMO (eV): 10.38

=====

Molecular formula: C4H6O2
Method: DFT, ωB97M-V/def2-TZVPD

```
12
Properties=species:S:1:pos:R:3
C 1.338 0.103 -0.642
C 0.184 0.462 0.957
O -0.093 1.650 0.954
C -0.365 -0.494 0.015
C -1.883 -0.264 -0.228
O -2.653 -1.165 -0.467
H 1.881 -0.834 -0.689
H 2.003 0.808 -0.086
H 1.127 0.587 -1.582
H -0.202 -1.569 0.127
H 0.921 -0.026 1.612
H -2.258 0.743 0.028
```

Energy above the lowest of the compared OMol25 structures with the same formula, charge and spin (eV): 3.679
Charge: 0
Gap between HOMO and LUMO (eV): 9.44

=====

Molecular formula: C4H6O2
Method: DFT, ωB97M-V/def2-TZVPD

```
12
Properties=species:S:1:pos:R:3
O -1.569 0.848 0.184
C -1.126 -0.249 -0.200
C -0.909 -0.708 -1.482
C 0.917 0.966 0.273
C 0.677 -0.216 1.110
O -0.417 -1.002 0.764
H -0.524 -1.710 -1.641
H -1.321 -0.165 -2.326
H 1.812 1.529 0.546
H 0.268 1.399 -0.468
H 0.611 0.155 2.153
H 1.581 -0.847 1.086
```

Energy above the lowest of the compared OMol25 structures with the same formula, charge and spin (eV): 4.673
Charge: 0
Gap between HOMO and LUMO (alpha / beta) (eV): 9.77 / 6.61

=====

Molecular formula: C4H6O2
Method: DFT, ωB97M-V/def2-TZVPD

```
12
Properties=species:S:1:pos:R:3
C 0.720 -0.887 -1.283
C 0.124 -0.597 0.117
C -1.156 -0.169 0.342
O -2.319 -0.404 0.353
C -0.082 0.891 0.582
O 0.126 1.388 1.932
H -0.040 -0.534 -1.978
H 0.897 -1.976 -1.568
H 1.572 -0.227 -1.400
H 0.798 -1.150 0.805
H 0.068 1.777 -0.088
H -0.708 1.889 2.186
```

Energy above the lowest of the compared OMol25 structures with the same formula, charge and spin (eV): 3.244
Structure (SMILES): C[C@@H]1C(=O)[C@H]1O
Charge: 0
Gap between HOMO and LUMO (eV): 9.61

=====

Molecular formula: C4H6O2
Method: DFT, ωB97M-V/def2-TZVPD

```
12
Properties=species:S:1:pos:R:3
O -0.053 1.437 1.057
C 0.923 0.712 0.630
C 0.480 -0.804 -0.487
O 0.571 -1.964 0.256
C -0.753 -0.317 -0.877
C -1.660 0.530 -0.647
H -1.068 1.189 0.266
H 1.395 0.024 1.346
H 1.642 1.194 -0.052
H 1.306 -0.763 -1.192
H -0.210 -2.017 0.826
H -2.631 0.793 -1.028
```

Energy above the lowest of the compared OMol25 structures with the same formula, charge and spin (eV): 4.585
Charge: 0
Gap between HOMO and LUMO (eV): 9.80

=====

Molecular formula: C4H6O2
Method: DFT, ωB97M-V/def2-TZVPD

```
12
Properties=species:S:1:pos:R:3
O -1.681 1.081 1.096
C -0.779 0.491 1.614
O 0.495 0.591 1.201
C 0.492 -0.421 0.205
C -0.353 -0.468 -1.051
C 0.896 0.333 -1.032
H -0.786 -0.244 2.434
H 0.727 -1.412 0.622
H -1.332 -0.003 -1.136
H -0.220 -1.432 -1.536
H 0.700 1.409 -0.956
H 1.842 0.074 -1.461
```

Energy above the lowest of the compared OMol25 structures with the same formula, charge and spin (eV): 2.871
Structure (SMILES): O=COC1CC1
Charge: 0
Gap between HOMO and LUMO (eV): 11.17

=====

Molecular formula: C4H6O2
Method: DFT, ωB97M-V/def2-TZVPD

```
12
Properties=species:S:1:pos:R:3
C 0.603 0.188 1.824
C -0.241 0.924 -0.105
C -0.044 -0.405 -0.625
O 0.606 -1.253 -0.036
C -0.662 -0.847 -1.930
O -1.708 -0.417 -2.366
H -0.204 -0.444 2.180
H 1.586 -0.336 1.874
H 0.643 1.195 2.188
H 0.634 1.549 -0.059
H -1.120 1.489 -0.508
H -0.093 -1.642 -2.437
```

Energy above the lowest of the compared OMol25 structures with the same formula, charge and spin (eV): 4.532
Charge: 0
Gap between HOMO and LUMO (alpha / beta) (eV): 8.84 / 8.84

=====

Molecular formula: C4H6O2S
Method: DFT, ωB97M-V/def2-TZVPD

```
13
Properties=species:S:1:pos:R:3
C -1.318 -0.214 0.156
C 0.009 -1.119 -1.297
C 0.124 0.419 0.000
C 1.134 0.201 1.085
O -2.275 -0.011 0.841
O -1.310 -1.104 -0.807
S 0.040 1.964 -0.810
H 0.025 -0.944 -2.282
H 0.718 -1.697 -0.829
H 1.026 -0.824 1.662
H 0.881 1.050 1.833
H 2.131 0.253 0.820
H -1.183 2.027 -0.372
```

Energy above the lowest of the compared OMol25 structures with the same formula, charge and spin (eV): 2.721
Charge: 0
Gap between HOMO and LUMO (eV): 9.53

=====

Molecular formula: C4H6O2Si
Method: DFT, ωB97M-V/def2-TZVPD

```
13
Properties=species:S:1:pos:R:3
C -0.232 -1.268 -0.190
C -0.689 -0.062 -0.080
C 1.442 0.836 0.244
C 1.302 -1.539 -0.032
O 1.816 1.947 0.395
O 2.051 -0.307 0.173
Si -1.874 1.469 0.016
H -0.695 -2.233 -0.273
H 1.345 -2.398 0.669
H 1.785 -1.796 -0.938
H -1.192 2.518 -0.981
H -1.905 1.749 1.443
H -3.153 1.084 -0.446
```

Energy above the lowest of the compared OMol25 structures with the same formula, charge and spin (eV): 4.545
Charge: 0
Gap between HOMO and LUMO (eV): 8.99

=====

Molecular formula: C4H6O2Si
Method: DFT, ωB97M-V/def2-TZVPD

```
13
Properties=species:S:1:pos:R:3
C -0.870 -0.011 -1.035
C 1.633 2.117 0.326
C -0.334 -1.404 -0.672
C 0.441 -0.998 0.535
O 2.153 2.700 -0.508
O -0.623 1.635 1.447
Si 0.136 0.932 0.204
H -1.230 0.053 -2.021
H -1.279 -2.100 -0.374
H 0.149 -1.774 -1.571
H 0.018 -1.209 1.606
H 1.357 -1.433 0.649
H -1.553 1.492 1.416
```

Energy above the lowest of the compared OMol25 structures with the same formula, charge and spin (eV): 3.571
Charge: 0
Gap between HOMO and LUMO (alpha / beta) (eV): 6.58 / 8.71

=====

Molecular formula: C4H6O2Si
Method: DFT, ωB97M-V/def2-TZVPD

```
13
Properties=species:S:1:pos:R:3
C 2.473 0.826 -0.496
C 1.676 0.546 0.537
Si 0.278 -0.551 0.409
C -1.761 0.324 0.184
C -2.746 -0.326 -0.372
O 0.520 -1.998 1.125
O 0.555 -1.971 -0.350
H 3.223 1.591 -0.458
H 2.167 0.381 -1.500
H 1.831 1.012 1.573
H -1.922 1.399 0.492
H -3.673 0.171 -0.544
H -2.620 -1.404 -0.601
```

Energy above the lowest of the compared OMol25 structures with the same formula, charge and spin (eV): 4.464
Structure (SMILES): C=C[Si]1(C=C)OO1
Charge: 0
Gap between HOMO and LUMO (eV): 10.23

=====

Molecular formula: C4H6O2Tm
Method: DFT, ωB97M-V/def2-TZVPD

```
13
Properties=species:S:1:pos:R:3
O 2.612 0.117 0.494
C 1.792 -0.730 -0.283
C 0.370 -0.183 -0.462
O -0.531 -0.812 0.479
C -1.635 -0.099 0.799
C -1.849 1.081 0.164
Tm 1.592 1.783 0.738
H 1.734 -1.736 0.180
H 2.233 -0.861 -1.293
H 0.021 -0.378 -1.486
H -2.463 -0.773 1.044
H -2.678 1.678 0.547
H -1.198 0.913 -0.921
```

Energy above the lowest of the compared OMol25 structures with the same formula, charge and spin (eV): 0.065
Multiplicity: 3
Charge: +1
Gap between HOMO and LUMO (alpha / beta) (eV): 6.31 / 6.32

=====

Molecular formula: C4H6O3S
Method: DFT, ωB97M-V/def2-TZVPD

```
14
Properties=species:S:1:pos:R:3
O 1.397 0.402 -1.859
C 1.588 0.637 -0.549
C 0.268 0.674 0.167
O 0.082 0.477 1.522
C -0.561 -0.442 0.793
C -2.092 -0.500 0.708
O -2.450 -1.595 -0.087
S -3.038 0.641 1.297
H 2.440 0.020 -2.164
H 2.398 0.074 0.030
H 2.094 1.658 -0.445
H -0.413 1.513 -0.141
H -0.097 -1.426 1.032
H -1.616 -2.132 -0.303
```

Energy above the lowest of the compared OMol25 structures with the same formula, charge and spin (eV): 3.576
Structure (SMILES): OC[C@@H]1O[C@H]1C(O)=S
Charge: 0
Gap between HOMO and LUMO (eV): 9.14

=====

Molecular formula: C4H6O3Sr
Method: DFT, ωB97M-V/def2-TZVPD

```
14
Properties=species:S:1:pos:R:3
C -3.579 -0.174 0.816
C -2.323 -0.046 1.022
O -4.798 -0.029 0.909
H -2.120 -0.991 1.672
H -1.902 0.921 1.314
H -5.261 0.223 0.082
O 0.591 0.415 -0.329
C 1.563 1.095 -0.570
O 2.812 0.469 -0.697
Sr 3.116 2.962 -0.943
C 2.945 -0.956 -0.801
H 2.626 -1.409 0.145
H 2.327 -1.330 -1.625
H 4.003 -1.151 -0.994
```

Energy above the lowest of the compared OMol25 structures with the same formula, charge and spin (eV): 1.277
Charge: +2
Gap between HOMO and LUMO (eV): 6.82

=====

Molecular formula: C4H6O4
Method: DFT, ωB97M-V/def2-TZVPD

```
14
Properties=species:S:1:pos:R:3
C 0.107 1.055 -1.673
C 0.928 2.005 -0.745
O 0.292 3.102 -0.645
O 2.019 1.566 -0.503
H 1.063 0.546 -2.157
H -0.723 1.424 -2.273
H -0.280 0.081 -1.209
C -0.960 -0.960 1.461
C 0.117 -1.963 1.098
O 1.287 -1.746 1.351
O -0.281 -3.084 0.648
H -0.602 -0.438 2.313
H -1.919 -1.357 1.686
H -1.050 -0.232 0.648
```

Energy above the lowest of the compared OMol25 structures with the same formula, charge and spin (eV): 1.833
Charge: -2
Gap between HOMO and LUMO (eV): 7.50

=====

Molecular formula: C4H6O4
Method: DFT, ωB97M-V/def2-TZVPD

```
14
Properties=species:S:1:pos:R:3
C -1.040 0.609 -1.295
C 0.240 -0.117 -1.597
O 0.798 -0.075 -2.676
O 0.626 -1.132 -0.637
C 0.491 -0.715 0.665
O -0.323 -1.436 1.497
C 1.003 0.463 1.078
O 0.859 0.919 2.365
H -1.726 0.014 -0.690
H -0.823 1.573 -0.831
H -1.555 0.811 -2.240
H -0.545 -2.249 1.009
H 1.747 1.027 0.535
H 0.247 0.307 2.817
```

Energy above the lowest of the compared OMol25 structures with the same formula, charge and spin (eV): 2.158
Structure (SMILES): CC(=O)O/C(O)=C/O
Charge: 0
Gap between HOMO and LUMO (eV): 8.87

=====

Molecular formula: C4H6O5Y
Method: DFT, ωB97M-V/def2-TZVPD

```
16
Properties=species:S:1:pos:R:3
H -1.824 -0.251 1.453
O 0.078 -0.328 0.608
O 0.658 -0.573 3.242
C -0.829 0.223 1.526
C -0.334 0.038 2.931
H -0.981 1.305 1.366
H -0.986 0.521 3.691
O -1.554 -0.848 -0.978
C -0.350 -0.312 -0.698
O 0.505 -1.136 -1.452
Y -1.076 -2.262 -2.695
O -0.243 0.917 -1.279
C 1.452 0.556 -1.844
H 1.796 1.522 -1.449
H 2.337 0.007 -1.493
H 1.352 0.621 -2.930
```

Energy above the lowest of the compared OMol25 structures with the same formula, charge and spin (eV): 2.371
Multiplicity: 2
Charge: +2
Gap between HOMO and LUMO (alpha / beta) (eV): 6.01 / 3.77

=====

Molecular formula: C4H6O7Rb
Method: DFT, ωB97M-V/def2-TZVPD

```
18
Properties=species:S:1:pos:R:3
O 3.578 2.417 -0.716
C 3.014 1.411 -0.221
O 3.520 0.268 -0.120
O 1.779 1.637 0.288
O -1.271 -0.049 1.156
C -0.436 1.038 0.853
C 0.967 0.516 0.618
Rb 6.752 1.196 -1.497
H -0.417 1.766 1.683
H -0.783 1.570 -0.053
H 0.971 -0.212 -0.206
H 1.348 0.021 1.523
C -3.406 -1.936 -0.941
O -2.745 -2.065 -1.987
O -3.596 -3.063 -0.163
H -2.941 -3.714 -0.438
O -4.115 -0.950 -0.580
H -2.221 0.149 0.802
```

Energy above the lowest of the compared OMol25 structures with the same formula, charge and spin (eV): 0.000
Charge: -1
Gap between HOMO and LUMO (eV): 3.70

=====

Number 1: electronic energy -8337.7495 eV. Number 2: electronic energy -8335.1856 eV. Number 3: electronic energy -8339.1098 eV. Number 4: electronic energy -8336.7818 eV. Number 5: electronic energy -8335.7879 eV. Number 6: electronic energy -8337.2174 eV. Number 7: electronic energy -8335.8765 eV. Number 8: electronic energy -8337.5902 eV. Number 9: electronic energy -8335.9295 eV. Number 10: electronic energy -19172.5860 eV. Number 11: electronic energy -16213.5404 eV. Number 12: electronic energy -16214.5139 eV. Number 13: electronic energy -16213.6210 eV. Number 14: electronic energy -37857.3823 eV. Number 15: electronic energy -21219.4083 eV. Number 16: electronic energy -11203.0931 eV. Number 17: electronic energy -12434.4023 eV. Number 18: electronic energy -12434.0148 eV. Number 19: electronic energy -15500.8175 eV. Number 20: electronic energy -19234.6494 eV.